Version P
This record from OMol25 describes a structure of composition C2H3N3O3. The level of theory is ωB97M-V/def2-TZVPD.

Structure (XYZ):
```
11
C2H3N3O3, DFT ωB97M-V/def2-TZVPD
C -1.23 -0.39 -0.06
C 0.58 0.53 0.00
H -3.22 0.21 -0.05
H 2.70 -1.09 0.72
H 0.59 2.29 -0.31
N -0.35 -1.21 -0.07
N 0.85 -0.80 0.27
N 1.28 1.57 -0.23
O -2.48 -0.62 -0.18
O 2.04 -1.34 -0.28
O -0.76 0.85 0.19
```

Frontier orbital gap: 8.71 eV
LUMO: -0.028 eV
Molar mass: 117.1 g mol⁻¹
Multiplicity: 1
HOMO: -8.74 eV

Version Q
This record from OMol25 describes a structure of composition C2H3N3O3. The level of theory is ωB97M-V/def2-TZVPD.

Structure (XYZ):
```
11
C2H3N3O3, DFT ωB97M-V/def2-TZVPD
C 0.73 0.39 0.12
C -1.92 -0.01 0.08
H 3.51 0.20 -0.65
H -1.11 -1.86 -0.35
H -3.09 -0.36 0.17
N 1.89 0.76 0.01
N -0.96 -0.81 -0.44
N -1.56 1.14 0.25
O 2.66 -0.25 0.14
O 0.02 -0.71 0.67
O -0.15 1.51 0.00
```

Frontier orbital gap: 9.41 eV
LUMO: 0.302 eV
Molar mass: 117.1 g mol⁻¹
Multiplicity: 1
HOMO: -9.11 eV

version P comes first in stability; the runner-up is 2.761 eV higher.

Version P
This record from OMol25 describes a structure of composition C2H4FN3. The level of theory is ωB97M-V/def2-TZVPD.

Structure (XYZ):
```
10
C2H4FN3, DFT ωB97M-V/def2-TZVPD
C 0.66 0.33 -0.08
C -0.16 0.00 -1.08
N -0.72 -1.24 -0.79
N -0.17 -1.70 0.24
N 0.63 -0.75 0.74
F -1.48 1.23 0.78
H 1.06 1.36 0.47
H -0.51 1.20 0.23
H -0.45 0.50 -2.03
H 1.14 -0.92 1.53
```

Frontier orbital gap: 11.31 eV
LUMO: 0.586 eV
Molar mass: 89.1 g mol⁻¹
Multiplicity: 1
HOMO: -10.72 eV

Version Q
This record from OMol25 describes the molecule C2H4FN3. The level of theory is ωB97M-V/def2-TZVPD.

Structure (XYZ):
```
10
C2H4FN3, DFT ωB97M-V/def2-TZVPD
C 0.66 0.44 0.13
C -0.77 0.53 -0.43
N -1.27 -0.76 -0.38
N -0.42 -1.55 0.08
N 0.70 -0.95 0.36
F -1.50 1.39 0.38
H 1.38 0.43 -0.71
H 0.68 1.06 1.11
H -0.89 0.88 -1.42
H 1.41 -1.46 0.88
```

Frontier orbital gap: 10.51 eV
LUMO: 0.858 eV
Molar mass: 89.1 g mol⁻¹
Multiplicity: 1
HOMO: -9.66 eV
SMILES: F[C@H]1CNN=N1

version Q comes first in stability; the runner-up is 0.677 eV higher.

Version P
This record from OMol25 describes a cluster of 2 separate species, C3H8OS in total. The level of theory is ωB97M-V/def2-TZVPD.

Structure (XYZ):
```
13
C3H8OS, DFT ωB97M-V/def2-TZVPD
C -2.82 0.33 0.16
S -1.55 -0.93 -0.29
H -2.87 1.19 -0.52
H -3.85 -0.02 0.21
H -2.55 0.70 1.14
H -0.39 -0.36 -0.55
O 2.37 -1.61 -0.98
C 2.40 -0.46 -0.65
C 1.63 0.18 0.46
H 3.12 0.20 -1.17
H 1.10 -0.57 1.04
H 0.99 0.89 -0.03
H 2.42 0.47 1.16
```

Frontier orbital gap: 9.93 eV
LUMO: 0.846 eV
Molar mass: 92.2 g mol⁻¹
Multiplicity: 1
HOMO: -9.08 eV
SMILES: CC=O.CS

Version Q
This record from OMol25 describes the molecule C3H8OS. The level of theory is ωB97M-V/def2-TZVPD.

Structure (XYZ):
```
13
C3H8OS, DFT ωB97M-V/def2-TZVPD
C 0.95 0.46 -0.90
O 1.02 0.27 -2.30
C -0.32 -0.11 -0.23
C -0.05 -0.14 1.28
S -1.59 -0.19 2.26
H 1.73 -0.18 -0.45
H 1.16 1.48 -0.57
H 0.12 0.12 -2.62
H -1.17 0.53 -0.38
H -0.37 -1.13 -0.62
H 0.46 0.78 1.57
H 0.45 -1.06 1.57
H -2.38 -0.82 1.39
```

Frontier orbital gap: 10.05 eV
LUMO: 0.894 eV
Molar mass: 92.2 g mol⁻¹
Multiplicity: 1
HOMO: -9.15 eV
SMILES: OCCCS

version Q comes first in stability; the runner-up is 0.678 eV higher.

Version P
This record from OMol25 describes the molecule C3H8OS. The level of theory is ωB97M-V/def2-TZVPD.

Structure (XYZ):
```
13
C3H8OS, DFT ωB97M-V/def2-TZVPD
C -2.42 -0.56 -0.07
C -0.41 0.83 -0.43
C 0.87 1.04 0.29
H -2.80 -1.21 0.61
H -3.20 0.38 -0.46
H -2.19 -1.35 -0.94
H 0.06 0.53 -1.36
H -0.87 1.81 -0.65
H 0.88 1.14 1.44
H 1.36 1.71 -0.27
H 0.74 -1.09 0.76
O -1.18 0.05 0.47
S 1.70 -0.63 -0.11
```

Frontier orbital gap: 9.78 eV
LUMO: 0.960 eV
Molar mass: 92.2 g mol⁻¹
Multiplicity: 1
HOMO: -8.82 eV
SMILES: COCCS

Version Q
This record from OMol25 describes a cluster of 2 separate species, C3H8OS in total. The level of theory is ωB97M-V/def2-TZVPD.

Structure (XYZ):
```
13
C3H8OS, DFT ωB97M-V/def2-TZVPD
C -1.71 -2.07 -1.45
S -1.25 -0.26 -2.06
H -1.29 -3.03 -1.80
H -1.34 -2.04 -0.41
H -2.79 -2.09 -1.57
H -2.20 0.16 -1.18
O 0.71 1.75 -0.36
C 1.16 1.97 0.72
C 1.79 0.84 1.54
H 1.15 2.93 1.31
H 1.57 -0.08 1.00
H 1.33 0.89 2.52
H 2.87 1.04 1.73
```

Frontier orbital gap: 9.63 eV
LUMO: 0.894 eV
Molar mass: 92.2 g mol⁻¹
Multiplicity: 1
HOMO: -8.74 eV
SMILES: CC=O.CS

Version R
This record from OMol25 describes a cluster of 2 separate species, C3H8OS in total. The level of theory is ωB97M-V/def2-TZVPD.

Structure (XYZ):
```
13
C3H8OS, DFT ωB97M-V/def2-TZVPD
C 2.35 1.64 -0.90
S 2.06 2.88 -2.21
H 3.33 1.83 -0.46
H 1.62 1.89 -0.14
H 2.27 0.64 -1.31
H 3.14 2.62 -2.95
O -2.30 -1.85 2.96
C -1.76 -1.89 1.89
C -2.37 -1.45 0.61
H -0.73 -2.31 1.81
H -1.67 -1.13 -0.16
H -3.03 -0.58 0.72
H -2.90 -2.29 0.15
```

Frontier orbital gap: 9.79 eV
LUMO: 0.613 eV
Molar mass: 92.2 g mol⁻¹
Multiplicity: 1
HOMO: -9.18 eV
SMILES: CC=O.CS

version R comes first in stability; the runner-up is 0.666 eV higher.

Version P
This record from OMol25 describes the ion C10H14N4O with charge +2. The level of theory is ωB97M-V/def2-TZVPD.

Structure (XYZ):
```
29
C10H14N4O, DFT ωB97M-V/def2-TZVPD
C -4.06 0.40 0.03
C -3.97 -1.00 0.08
C -2.91 1.16 -0.02
C -2.67 -1.58 -0.14
C -1.72 0.53 0.16
C 2.17 -1.05 0.53
C 2.33 1.30 -0.60
C 1.65 0.99 -1.80
C 2.07 0.56 0.70
C 0.61 0.85 1.07
N -1.59 -0.80 0.05
N 3.35 -1.60 0.61
N 1.10 -1.55 0.04
N -0.38 1.10 0.03
O 0.06 2.13 0.86
H -4.94 1.00 0.04
H -4.95 -1.48 0.05
H -2.84 2.19 -0.14
H -2.69 -2.65 -0.37
H 3.29 1.68 -0.70
H 1.87 2.38 -0.43
H 1.53 1.70 -2.64
H 1.41 0.03 -1.94
H 2.79 0.73 1.60
H 0.42 0.49 2.09
H 4.14 -1.29 1.17
H 3.44 -2.51 0.15
H -0.62 -1.20 -0.19
H 1.09 -2.50 -0.29
```

Frontier orbital gap: 7.17 eV
LUMO: -9.640 eV
Molar mass: 206.2 g mol⁻¹
Net charge: +2
Multiplicity: 1
HOMO: -16.81 eV

Version Q
This record from OMol25 describes the ion C10H14N4O with charge +2. The level of theory is ωB97M-V/def2-TZVPD.

Structure (XYZ):
```
29
C10H14N4O, DFT ωB97M-V/def2-TZVPD
C 4.29 -1.06 -0.33
C 4.88 0.04 0.36
C 2.86 -1.16 -0.45
C 4.10 1.15 0.65
C 2.19 -0.06 0.01
C -1.93 -1.27 0.14
C -2.66 1.00 -0.12
C -1.93 2.32 -0.21
C -1.59 -0.04 -0.53
C -0.32 0.80 -0.14
N 2.75 1.07 0.46
N -1.52 -1.35 1.38
N -2.60 -2.24 -0.42
N -0.49 2.02 -0.05
O 0.79 -0.03 -0.09
H 4.94 -1.90 -0.45
H 5.97 0.12 0.58
H 2.44 -2.14 -0.73
H 4.61 2.03 0.93
H -2.91 1.00 0.91
H -3.53 1.02 -0.69
H -2.13 2.62 -1.25
H -2.17 3.01 0.53
H -1.66 -0.23 -1.52
H 2.13 1.81 0.76
H -1.17 -0.45 1.68
H -1.78 -1.92 2.14
H -3.18 -2.07 -1.27
H -2.92 -2.99 0.13
```

Frontier orbital gap (alpha / beta): 9.56 / 9.56 eV
LUMO (alpha / beta): -7.316 / -7.316 eV
Molar mass: 206.2 g mol⁻¹
Net charge: +2
Multiplicity: 1
HOMO (alpha / beta): -16.88 / -16.88 eV
SMILES: NC(=[NH2+])[C@H]1CCN=C1Oc1cccc[nH+]1

version Q comes first in stability; the runner-up is 5.349 eV higher.

Version P
This record from OMol25 describes a structure of composition CH2P2S3. The level of theory is ωB97M-V/def2-TZVPD.

Structure (XYZ):
```
8
CH2P2S3, DFT ωB97M-V/def2-TZVPD
C 0.02 -0.49 1.05
P 1.40 0.55 0.66
P 0.09 -1.86 0.07
S 1.75 -1.08 -0.90
S 0.33 1.80 -0.67
S -1.25 0.92 -1.61
H -0.63 -0.15 1.93
H -1.71 0.31 -0.53
```

Frontier orbital gap: 7.97 eV
LUMO: -0.685 eV
Molar mass: 172.2 g mol⁻¹
Multiplicity: 1
HOMO: -8.66 eV

Version Q
This record from OMol25 describes a structure of composition CH2P2S3. The level of theory is ωB97M-V/def2-TZVPD.

Structure (XYZ):
```
8
CH2P2S3, DFT ωB97M-V/def2-TZVPD
C 0.64 -0.43 -0.02
P 1.78 -0.57 1.45
P 1.85 -0.53 -1.38
S 2.95 -1.77 0.04
S 2.61 1.41 1.03
S 2.63 1.39 -1.06
H -0.42 -0.97 0.08
H 0.21 1.44 0.05
```

Frontier orbital gap: 8.02 eV
LUMO: -0.775 eV
Molar mass: 172.2 g mol⁻¹
Multiplicity: 1
HOMO: -8.79 eV

version P comes first in stability; the runner-up is 1.776 eV higher.